[1]
Below is C27H70As3F24N5O11S2 as an isolated structure in a non-equilibrium geometry, with properties calculated with ωB97M-V/def2-TZVPD.

Geometry as XYZ:
```
142
C27H70As3F24N5O11S2, DFT ωB97M-V/def2-TZVPD
C -5.12826 1.07646 -2.47164
N -5.16587 1.25487 -1.02952
C -5.40737 2.66944 -0.73541
C -6.33182 0.43566 -0.57120
C -3.87361 0.92398 -0.39136
C -3.71001 1.39097 1.09287
O -4.76808 1.16080 1.97254
H -4.17383 1.45490 -2.78450
H -5.97215 1.58060 -2.91277
H -5.18296 -0.02912 -2.83826
H -4.51287 3.26555 -1.03155
H -5.41941 2.81015 0.35987
H -6.35361 3.10531 -1.12919
H -6.28599 0.40433 0.46746
H -6.18132 -0.57499 -0.98376
H -7.17116 0.98549 -0.89461
H -3.08090 1.25280 -1.03595
H -3.89101 -0.15219 -0.25867
H -3.49271 2.42841 1.10343
H -2.78496 0.80897 1.36141
H -4.47765 0.72398 2.78671
C 7.73523 1.01429 -0.80253
N 6.81618 -0.13877 -0.59475
C 7.08856 -0.73564 0.72223
C 5.46061 0.47657 -0.51068
C 7.12101 -1.28303 -1.68131
C 7.56648 -0.83308 -3.08564
O 6.57215 -0.13348 -3.72415
H 7.79715 1.77892 -0.06320
H 7.34297 1.50117 -1.66436
H 8.74073 0.58368 -1.03465
H 8.09104 -1.13956 0.82582
H 6.32707 -1.51483 0.73234
H 6.82992 0.01282 1.54991
H 5.30822 1.27006 0.21133
H 4.67713 -0.25735 -0.35988
H 5.26303 0.88867 -1.55906
H 6.26951 -1.87322 -1.90395
H 7.87523 -1.86447 -1.09747
H 7.81962 -1.78528 -3.60574
H 8.51162 -0.29534 -3.01082
H 5.75432 -0.67994 -3.61625
C -1.08185 -1.14533 -2.75814
N -0.88526 -1.10737 -4.29611
C -2.16336 -0.68401 -4.99439
C 0.15552 -0.05515 -4.54050
C -0.46084 -2.50481 -4.72657
C -0.13160 -2.71337 -6.18382
O 0.97574 -1.95297 -6.65576
H -1.94298 -1.80150 -2.58869
H -1.35280 -0.14517 -2.40585
H -0.18225 -1.42922 -2.27086
H -2.47494 0.28416 -4.68379
H -3.00369 -1.36472 -4.71217
H -1.98705 -0.70460 -6.09599
H 1.17635 -0.31564 -4.30940
H -0.02070 0.81403 -3.87361
H 0.07937 0.29963 -5.57653
H -1.27167 -3.20192 -4.43790
H 0.43490 -2.66146 -4.05870
H -1.03421 -2.46235 -6.76024
H -0.03427 -3.81146 -6.26321
H 1.74606 -2.18676 -6.09583
C -1.87615 2.83238 3.86701
N -0.71032 3.42555 4.49402
C -1.07241 3.83640 5.85264
C 0.51046 2.49226 4.62695
C -0.31560 4.68006 3.68819
C 0.02090 4.50163 2.16752
O -1.14060 4.24189 1.51450
H -1.64104 2.64804 2.85712
H -2.71899 3.54523 3.86607
H -2.12131 1.93234 4.39138
H -1.89710 4.54131 5.80405
H -0.29071 4.39312 6.42316
H -1.19445 3.00760 6.43439
H 1.29733 3.04426 5.16071
H 0.81146 2.26179 3.63070
H 0.25106 1.63333 5.19447
H 0.43343 5.21353 4.28887
H -1.21577 5.27381 3.81690
H 0.79702 3.78248 1.96702
H 0.43208 5.46877 1.84923
H -0.95607 4.31784 0.55461
C 0.47277 -0.85213 0.64047
N 0.53807 -1.75874 1.83620
C 1.93927 -2.28052 1.93860
C 0.11392 -1.07167 3.06500
C -0.36084 -2.96786 1.61835
C -1.88487 -2.83358 1.63122
O -2.34186 -2.24179 0.43583
H 1.12799 -0.05489 0.86133
H -0.53054 -0.52450 0.56822
H 0.73204 -1.46396 -0.29926
H 2.53919 -1.47601 2.30659
H 2.26800 -2.52208 0.95275
H 2.01004 -3.13309 2.56982
H 0.79868 -0.17444 3.27561
H 0.04996 -1.72584 3.89459
H -0.87200 -0.64419 2.98332
H -0.12787 -3.68159 2.43539
H -0.08497 -3.35211 0.61456
H -2.28382 -2.34327 2.50324
H -2.19574 -3.86534 1.73867
H -2.80797 -2.92378 -0.03753
As -4.95694 -3.31692 -2.30948
F -5.62206 -4.92985 -2.37264
F -6.31945 -2.57048 -3.23370
F -4.19236 -1.76977 -2.23056
F -3.56975 -3.93724 -1.40668
F -4.19130 -3.63600 -3.77782
F -5.82482 -2.89837 -0.84726
As 4.03514 1.21813 3.14328
F 5.44329 0.92828 4.16809
F 4.92919 2.08142 1.95119
F 2.57596 1.46686 2.12702
F 2.93370 0.45226 4.29014
F 3.77690 2.74830 3.84270
F 4.37498 -0.27359 2.23954
As -0.90536 3.40128 -2.30385
F 0.40947 3.33949 -3.42453
F 0.04564 4.22451 -1.16842
F -2.15300 3.45366 -1.04218
F -1.87661 2.47892 -3.39612
F -0.39843 1.79606 -1.68496
F -1.60522 4.77439 -2.93036
C -4.29195 -1.72636 5.67464
F -4.50151 -2.68951 4.74808
F -5.36215 -1.00124 5.93961
F -3.88422 -2.31785 6.86436
S -2.89374 -0.64836 5.07689
O -3.19903 -0.24592 3.72494
O -2.73707 0.41656 6.07578
O -1.84154 -1.66639 5.11905
C 3.33364 -4.28917 -2.35466
F 2.48795 -4.68401 -1.38348
F 4.49067 -4.87747 -2.20902
F 2.73762 -4.68971 -3.47718
S 3.49957 -2.48964 -2.22875
O 3.81660 -2.17020 -0.88520
O 4.60975 -2.16985 -3.11900
O 2.18107 -2.08303 -2.69702
```

Properties
- M: 1385.7 g/mol
- Max |F|: 0.072 Eh/bohr
- E_LUMO: 0.007 Ha
- Energy: -12072.93972 hartree
- Total charge: 0
- HOMO: -9.894 eV

***

[2]
Below is a 17-piece molecular cluster, C27H70BrIN17O35P overall in a non-equilibrium geometry, with properties calculated with ωB97M-V/def2-TZVPD.

Geometry as XYZ:
```
152
C27H70BrIN17O35P, DFT ωB97M-V/def2-TZVPD
C 8.60580 -0.60048 0.71942
C 8.43293 -0.87539 -0.78826
O 7.13024 -1.37568 -1.06405
C 6.23992 -0.29800 -1.31106
C 4.81464 -0.74362 -1.08088
O 3.94870 0.20605 -1.69958
P 2.45488 0.54692 -0.97591
I 0.07312 1.11339 0.07970
C 1.93133 1.54807 -2.44655
C 2.64856 1.26916 -3.76385
C 3.23597 1.42046 0.47011
C 4.37562 2.35658 0.12930
C 4.21976 3.44806 -0.89791
N 5.45162 2.20506 0.78939
C 1.88708 -1.21167 -1.01815
C 1.79343 -1.86786 0.33894
O 2.49302 -1.67370 1.26796
Br 0.30632 -3.14159 0.46782
H 7.68790 -0.90485 1.22052
H 9.47050 -1.11573 1.13321
H 8.70776 0.46489 0.88914
H 9.16464 -1.60419 -1.13944
H 8.60844 0.03553 -1.36554
H 6.31850 -0.02294 -2.37176
H 6.49236 0.59179 -0.73375
H 4.59689 -0.94282 -0.02831
H 4.69960 -1.70057 -1.61038
H 0.87164 1.31944 -2.54843
H 1.96440 2.59858 -2.16871
H 3.61686 1.75041 -3.80233
H 2.04039 1.72694 -4.55014
H 2.70750 0.20940 -4.00264
H 3.63305 0.69421 1.17852
H 2.45447 1.98141 0.97460
H 5.12686 4.04694 -0.97248
H 4.02551 3.03136 -1.88550
H 3.40618 4.12682 -0.62428
H 6.13422 2.90208 0.48907
H 2.44464 -1.83084 -1.72312
H 0.86375 -1.18224 -1.39371
C 5.61789 -0.76517 -6.36761
N 5.05491 0.48659 -5.80171
O 4.16507 1.05129 -6.40899
O 5.51547 0.87229 -4.75039
H 5.10275 -0.98643 -7.29410
H 6.67813 -0.59785 -6.53547
H 5.45992 -1.55164 -5.63873
C -3.56278 3.95223 -0.56529
N -3.33268 3.28176 0.74143
O -2.92556 2.14070 0.72828
O -3.56679 3.92726 1.74407
H -3.30660 3.25471 -1.35400
H -4.61186 4.23205 -0.60468
H -2.92294 4.82871 -0.59093
C 10.13064 3.63739 0.94519
N 8.95884 3.41006 0.05675
O 8.73893 2.27575 -0.31346
O 8.29062 4.38131 -0.23327
H 10.61909 2.68529 1.11566
H 10.78973 4.33656 0.43972
H 9.75548 4.06160 1.87153
C -6.01161 3.03946 3.75430
N -7.16968 2.64031 2.91531
O -7.29697 1.46600 2.63093
O -7.93167 3.51718 2.55450
H -5.43459 2.15786 3.98565
H -5.42428 3.74900 3.17857
H -6.40422 3.49746 4.65418
C -9.89116 6.06441 1.55079
N -10.05718 6.68415 0.20713
O -9.90758 5.97586 -0.76620
O -10.33085 7.86612 0.17882
H -9.64951 5.01656 1.42258
H -9.08668 6.59167 2.05389
H -10.82828 6.19033 2.08441
C 2.62323 -4.19659 -4.09317
N 3.48105 -3.42430 -5.03203
O 4.63304 -3.79054 -5.18740
O 2.98374 -2.46999 -5.59351
H 3.21000 -5.00054 -3.67691
H 2.28632 -3.51309 -3.31963
H 1.77822 -4.58007 -4.65542
C 4.77179 -7.28483 -6.32313
N 3.49389 -7.64658 -5.65322
O 3.18070 -7.03886 -4.65174
O 2.83150 -8.53477 -6.15046
H 5.23438 -6.48117 -5.76145
H 5.39397 -8.17461 -6.33376
H 4.52889 -6.97200 -7.33418
C -1.19040 -6.87482 -1.58378
N -0.19575 -6.11955 -2.39160
O 0.95616 -6.50086 -2.37964
O -0.60706 -5.16157 -3.01523
H -0.67913 -7.69278 -1.09159
H -1.61231 -6.18086 -0.86252
H -1.95153 -7.24246 -2.26458
C -5.46369 -0.39848 6.35337
N -5.60439 0.91948 7.03150
O -5.74417 1.90150 6.33260
O -5.56466 0.92346 8.24330
H -5.51885 -0.24212 5.28279
H -4.49838 -0.80506 6.63919
H -6.27429 -1.03266 6.70094
C -9.10621 0.53146 0.24835
N -10.32092 -0.29568 0.00903
O -10.24918 -1.48711 0.22974
O -11.30900 0.28321 -0.39206
H -8.31374 -0.11471 0.60309
H -8.84315 0.99872 -0.69618
H -9.35801 1.27972 0.99181
C -4.93394 -1.79451 10.65019
N -4.14867 -2.89062 10.01604
O -2.97084 -2.69875 9.79029
O -4.74722 -3.91625 9.76265
H -4.26852 -0.95295 10.80735
H -5.73652 -1.53765 9.96971
H -5.31619 -2.17263 11.58541
C -0.69740 0.94396 4.11741
N -1.91080 1.52588 4.75212
O -2.64269 0.77377 5.37216
O -2.09122 2.71359 4.61723
H -0.67816 -0.11781 4.33262
H -0.75211 1.12511 3.04680
H 0.16407 1.44773 4.54568
C -8.73134 0.01272 12.93812
N -7.53507 -0.83371 12.67831
O -6.59016 -0.72988 13.43196
O -7.58516 -1.57803 11.72020
H -8.53764 0.61677 13.81624
H -8.88773 0.63032 12.05889
H -9.57192 -0.65640 13.09394
C 3.14115 3.71822 -8.07600
N 2.29626 4.88844 -7.70632
O 2.17216 5.14757 -6.52546
O 1.78491 5.50726 -8.61434
H 3.52432 3.26877 -7.16785
H 2.51112 3.02185 -8.62065
H 3.94610 4.08486 -8.70582
C 0.21030 -9.76256 -5.49319
N -1.05248 -10.03663 -4.75246
O -1.28604 -9.36858 -3.76301
O -1.77016 -10.91082 -5.18528
H 0.73941 -8.96566 -4.99021
H 0.79193 -10.67900 -5.49480
H -0.06244 -9.47702 -6.50441
C 0.63194 6.13272 -2.89752
N -0.15786 5.25206 -1.99129
O -0.70409 5.76228 -1.03400
O -0.20018 4.07443 -2.27742
H 0.57941 7.14666 -2.51958
H 1.65326 5.76333 -2.90068
H 0.19525 6.05503 -3.88870
```

Properties
- M: 1430.7 g/mol
- Max |F|: 0.037 Eh/bohr
- E_LUMO: -0.016 Ha
- Energy: -7846.56608 hartree
- Total charge: 0
- HOMO: -8.772 eV

***

[3]
Below is a 11-piece molecular cluster, C27H70N2O19S5 overall in a non-equilibrium geometry, with properties calculated with ωB97M-V/def2-TZVPD.

Geometry as XYZ:
```
123
C27H70N2O19S5, DFT ωB97M-V/def2-TZVPD
C 1.56816 -5.69144 0.19162
C 2.26614 -6.75514 1.02865
O 3.51568 -6.32315 1.26280
H 1.18229 -4.84615 0.76143
H 0.64547 -6.07415 -0.24460
H 2.09140 -5.35960 -0.70516
H 2.19054 -7.61546 0.36366
H 1.74744 -7.03554 1.94539
H 4.01412 -7.04166 1.65891
C 5.33828 4.54277 2.85395
C 3.95098 5.04605 2.88131
O 3.92658 6.33102 2.26622
H 6.01845 5.24056 3.34237
H 5.63624 4.48432 1.80709
H 5.37520 3.59779 3.39592
H 3.54713 5.16194 3.88709
H 3.26963 4.39731 2.33084
H 3.50387 6.97663 2.83727
C -2.58187 3.29750 -7.24062
C -1.89440 2.05635 -6.77838
O -0.58131 2.37712 -7.33949
H -2.20553 4.27517 -6.93956
H -3.65623 3.24213 -7.06518
H -2.67360 3.32743 -8.32634
H -2.33204 1.18105 -7.25839
H -1.96576 1.87258 -5.70636
H 0.07050 2.30033 -6.63888
C 8.20855 -0.56754 -0.62260
C 7.11351 -1.57892 -0.08240
O 5.83479 -1.33554 -0.58989
H 8.00808 0.39425 -0.15050
H 8.17727 -0.69653 -1.70448
H 9.20785 -0.83833 -0.28174
H 7.17934 -1.48286 1.00136
H 7.34211 -2.52982 -0.56367
H 5.35693 -2.16315 -0.49877
C -2.78991 -4.99062 2.36215
C -3.37370 -5.72145 1.15407
N -3.81704 -6.23619 0.19300
H -3.63499 -4.87261 3.04039
H -2.45554 -3.98212 2.11879
H -2.05786 -5.48783 2.99855
C 0.32667 0.27244 0.27112
C 0.14574 -0.07186 -1.12626
N 0.04793 -0.33516 -2.24205
H -0.57234 0.19001 0.88192
H 0.77604 1.25758 0.39626
H 0.95486 -0.49558 0.72238
O 2.09186 6.70273 -5.22864
S 3.08810 6.45774 -4.17526
O 4.35934 5.92654 -4.64459
O 3.37291 7.94579 -3.43952
C 4.41087 8.01037 -2.46230
C 5.41015 9.10105 -2.82063
C 2.40000 5.51032 -2.76550
H 4.85713 7.05043 -2.20252
H 3.80892 8.27126 -1.59185
H 4.79400 9.99612 -2.90621
H 6.04339 8.94570 -3.69411
H 6.08650 9.15531 -1.96758
H 2.00073 4.62728 -3.26441
H 1.61901 6.09213 -2.27595
H 3.26032 5.21967 -2.16262
O -5.20765 -0.66636 2.94321
S -6.64151 -0.43118 2.65747
O -7.30641 0.90035 2.74940
O -7.04799 -1.07364 1.15233
C -6.53019 -0.22359 0.21435
C -5.39134 -1.01442 -0.31038
C -7.54203 -1.74509 3.86971
H -6.23878 0.77240 0.54777
H -7.21803 -0.14799 -0.62782
H -5.73638 -1.78675 -0.99782
H -4.79080 -1.47898 0.47169
H -4.62880 -0.41695 -0.81004
H -7.18408 -2.74466 3.62309
H -8.62611 -1.64889 3.80945
H -7.02922 -1.66466 4.82817
O 0.96433 -7.86407 -4.86105
S -0.08020 -7.42415 -5.79022
O 0.31219 -7.31180 -7.18071
O -1.41071 -8.45146 -5.59154
C -1.60689 -9.05661 -4.34653
C -2.98189 -9.74213 -4.48915
C -0.79992 -5.88642 -5.11457
H -1.59270 -8.39510 -3.48033
H -0.83573 -9.81462 -4.20932
H -3.80009 -9.13906 -4.88277
H -3.20070 -10.18585 -3.51790
H -2.88848 -10.53423 -5.23210
H 0.01248 -5.15985 -5.12852
H -1.10311 -6.19329 -4.11357
H -1.57120 -5.58877 -5.82495
O 2.31218 -4.56019 6.04870
S 2.92970 -3.26659 6.33599
O 2.74198 -2.10431 5.47964
O 2.67896 -2.89350 7.94024
C 1.44403 -2.20728 8.28436
C 0.18542 -2.39348 7.31092
C 4.75048 -3.62362 6.36641
H 1.59643 -1.12818 8.26382
H 1.16579 -2.44395 9.31132
H 0.41667 -2.32577 6.24788
H -0.50144 -1.54744 7.33410
H -0.32081 -3.34506 7.47319
H 4.94096 -4.14384 5.42769
H 4.95017 -4.31274 7.18698
H 5.40438 -2.75846 6.25685
O -1.90068 5.61660 1.21693
S -2.89212 6.62028 1.27475
O -2.58647 8.05686 1.08584
O -4.05920 6.13556 0.26808
C -5.25028 6.87219 0.22814
C -5.97430 6.02106 -0.80612
C -3.59419 6.29967 2.98658
H -5.01597 7.87968 -0.11562
H -5.75282 6.80684 1.19317
H -6.32969 5.07003 -0.40946
H -5.29230 5.74034 -1.60873
H -6.84809 6.55367 -1.18152
H -4.42680 6.95588 3.24005
H -2.80731 6.60172 3.67773
H -3.81201 5.23551 3.07720
```

Properties
- M: 887.2 g/mol
- Max |F|: 0.100 Eh/bohr
- E_LUMO: -0.007 Ha
- Energy: -4600.39171 hartree
- Total charge: 0
- HOMO: -9.814 eV

***

- What is the formula in the first record?
  C27H70As3F24N5O11S2

***

- The highest energy belongs to which entry?
  C27H70N2O19S5